(1)
Below is C18H27NO2 in the gas phase at a distorted geometry, with properties calculated with ωB97M-V with the def2-TZVPD basis set.

HOMO: -7.827 eV
LUMO: 0.806 eV
E: -24686.0547 eV
largest force on an atom: 6.07 eV/A
ΔE to the lowest compared entry with this formula, charge and spin: 434.4 kJ/mol
SMILES: CCC[C@@]1(c2cccc(OC(=O)C(C)C)c2)CCN(C)C1

The geometry in ORCA input format:
```
! wB97M-V def2-TZVPD RIJCOSX def2/J DEFGRID3
* xyz 0 1
C 1.96246 -1.08877 3.90637
C 1.67427 -1.37048 2.36183
C 1.70523 -0.21041 1.40185
C 1.67907 -0.52773 -0.09461
C 0.26141 -0.98585 -0.54331
C -0.06823 -2.32920 -0.72707
C -1.38928 -2.67380 -1.08015
C -2.41606 -1.69383 -1.08367
C -2.16861 -0.31347 -0.88406
O -3.03117 0.73007 -1.03560
C -3.70615 1.23395 0.02049
O -3.51284 0.94422 1.18941
C -4.90200 2.26894 -0.32278
C -5.29714 3.12610 0.83375
C -4.39522 3.00065 -1.55769
C -0.74041 -0.08952 -0.51801
C 2.13332 0.68151 -0.99758
C 3.61861 0.67332 -1.13939
N 3.86458 -0.78085 -1.28637
C 5.15082 -1.46026 -1.53072
C 2.79876 -1.56469 -0.51356
H 2.42828 -0.16247 4.12758
H 1.00296 -1.07283 4.42602
H 2.58769 -1.97286 4.33187
H 2.40925 -1.99076 2.03897
H 0.67679 -1.79227 2.16334
H 0.90893 0.48729 1.69440
H 2.63613 0.31122 1.64226
H 0.76278 -3.17962 -0.52541
H -1.48335 -3.73335 -1.12207
H -3.39927 -2.06350 -1.33033
H -5.77728 1.61834 -0.52127
H -5.68874 2.40195 1.55555
H -6.04073 3.82704 0.58810
H -4.40047 3.48625 1.09511
H -3.45584 3.60937 -1.45577
H -4.33754 2.51857 -2.54702
H -5.18935 3.80958 -1.75118
H -0.61582 0.90127 -0.29068
H 1.84749 0.55159 -2.06864
H 1.71062 1.64072 -0.60159
H 3.89925 1.22703 -1.97524
H 4.04647 1.11407 -0.24044
H 5.78110 -1.44576 -0.65695
H 4.96045 -2.37993 -1.86301
H 5.66961 -0.95458 -2.38072
H 2.46649 -2.37716 -1.11108
H 3.37268 -1.94911 0.37905
*
```

Formally, the Löwdin partial charges of the atoms, in units of the elementary charge, are as follows:
1. C -0.069
2. C -0.230
3. C -0.172
4. C -0.327
5. C -0.190
6. C -0.037
7. C -0.065
8. C 0.000
9. C -0.182
10. O 0.068
11. C -0.380
12. O 0.113
13. C -0.327
14. C -0.056
15. C -0.091
16. C 0.052
17. C -0.132
18. C -0.197
19. N -0.192
20. C -0.070
21. C -0.075
22. H 0.040
23. H 0.057
24. H 0.097
25. H 0.040
26. H 0.119
27. H 0.128
28. H 0.120
29. H 0.157
30. H 0.088
31. H 0.104
32. H 0.150
33. H 0.100
34. H 0.076
35. H 0.048
36. H 0.099
37. H 0.079
38. H 0.096
39. H 0.095
40. H 0.136
41. H 0.131
42. H 0.094
43. H 0.106
44. H 0.072
45. H 0.026
46. H 0.097
47. H 0.082
48. H 0.122

(2)
Below is a molecular structure, C18H27NO3 at a distorted geometry, with properties calculated with ωB97M-V with the def2-TZVPD basis set.

HOMO: -8.542 eV
LUMO: 0.155 eV
E: -26719.6529 eV
largest force on an atom: 18.07 eV/A
ΔE to the lowest compared entry with this formula, charge and spin: 1760.3 kJ/mol

The geometry in ORCA input format:
```
! wB97M-V def2-TZVPD RIJCOSX def2/J DEFGRID3
* xyz 0 1
C 3.87626 0.75175 -6.32403
C 2.69479 1.11335 -5.28075
O 1.85944 1.83473 -5.52629
C 2.77866 0.45502 -4.05216
C 1.64637 0.83545 -3.26549
C 1.84496 0.25584 -1.93816
C 2.94247 -0.55508 -1.56259
C 3.74463 -1.10607 -2.53448
C 3.81132 -0.52497 -3.80011
H 4.59380 -0.68045 -4.37581
H 4.70689 -1.90678 -2.16350
H 2.84603 -1.33815 -0.69702
O 0.62113 0.66894 -1.18212
C 0.63506 -0.12396 0.21292
C -0.11874 -1.50297 -0.02780
O -0.96017 -1.40401 -0.87174
H -1.56406 -0.46105 -0.82795
C -0.41718 -1.84056 1.44949
N -1.57513 -1.15720 2.03089
H -2.20345 -1.09870 1.40557
C -1.93634 -1.34980 3.23650
C -2.76361 -0.37037 3.80178
C -2.39539 1.01341 3.79993
C -3.38496 2.08618 4.26130
C -4.14495 1.45747 5.53045
C -4.57154 0.24509 5.74732
C -3.50721 -0.52459 5.17985
H -3.80073 -1.87927 5.29425
H -2.46470 -0.54902 5.87600
H -4.80731 0.08513 6.75520
H -5.40572 0.04497 5.04175
H -4.90287 2.36478 5.83945
H -3.17599 1.80256 6.35887
H -3.23777 3.19197 4.12396
H -4.42080 2.06198 3.48915
H -2.08879 1.16504 2.83335
H -1.75084 1.11347 4.33551
H -3.63455 -0.35088 3.26553
H -0.96528 -1.23238 3.95265
H -2.06970 -2.43282 3.43021
H 0.42042 -1.75223 2.26453
H -0.53912 -2.93658 1.41276
H 0.77317 -2.13044 -0.40704
H -0.12620 0.72550 0.62102
H 1.54507 -0.17173 0.62802
H 0.94015 1.48493 -3.33824
H 4.77736 1.08843 -5.96735
H 3.70707 -0.20502 -6.50221
H 3.60406 1.12776 -7.35161
*
```

Formally, the Löwdin partial charges of the atoms, in units of the elementary charge, are as follows:
1. C 0.018
2. C -0.475
3. O 0.163
4. C -0.136
5. C 0.126
6. C -0.140
7. C -0.071
8. C -0.109
9. C -0.014
10. H 0.051
11. H 0.186
12. H 0.134
13. O -0.127
14. C -0.044
15. C -0.582
16. O 0.057
17. H 0.256
18. C -0.121
19. N -0.048
20. H 0.055
21. C -0.329
22. C -0.375
23. C -0.200
24. C -0.113
25. C -0.338
26. C -0.347
27. C -0.171
28. H 0.191
29. H 0.169
30. H 0.126
31. H 0.155
32. H 0.152
33. H 0.186
34. H 0.116
35. H 0.159
36. H 0.106
37. H -0.013
38. H 0.120
39. H 0.181
40. H 0.141
41. H 0.158
42. H 0.115
43. H 0.172
44. H 0.172
45. H 0.052
46. H 0.066
47. H 0.050
48. H 0.015
49. H 0.103

(3)
Below is 2 unconnected molecules or ions with the total composition C18H27NO5S2 at a distorted geometry, with properties calculated with ωB97M-V with the def2-TZVPD basis set.

HOMO: -9.051 eV
LUMO: 0.472 eV
E: -52484.1672 eV
largest force on an atom: 18.94 eV/A
ΔE to the lowest compared entry with this formula, charge and spin: 1747.7 kJ/mol

The geometry in ORCA input format:
```
! wB97M-V def2-TZVPD RIJCOSX def2/J DEFGRID3
* xyz 0 1
C 4.14100 4.52149 0.93447
C 3.43121 3.95259 -0.30580
H 4.05053 3.92699 -1.22808
H 2.49214 4.58483 -0.58265
O 2.79246 2.50759 -0.06489
C 1.93643 1.97038 -0.74411
O 1.61611 2.39711 -1.70226
C 1.54634 0.69536 -0.41623
C 1.01082 0.82538 1.05677
C -0.17311 1.59343 1.18992
N -1.30217 1.27717 0.37029
S -2.07399 -0.20080 0.87681
O -2.11941 -0.27246 2.27257
O -1.31971 -1.43347 0.59290
C -3.56386 -0.20828 0.05152
C -4.11135 -1.16681 -0.54161
S -5.56003 -0.87344 -1.19767
C -5.61866 0.69706 -0.26004
C -4.33162 1.00232 0.30704
H -4.23468 1.77014 1.13121
H -6.47093 1.40596 -0.48196
H -3.68378 -1.95200 -0.80892
C -0.84209 1.06291 -0.97524
C 0.38808 0.18833 -1.02358
H 0.76788 0.35868 -2.48110
H 0.31820 -0.87142 -0.94173
H -1.64536 0.27626 -1.56617
H -0.66808 2.11731 -1.46905
H -0.69739 1.62780 2.32274
H 0.01108 2.62450 0.93240
H 1.84414 1.37009 1.72305
H 0.80016 -0.21120 1.42397
C 2.89041 -0.12884 -0.36791
C 2.71996 -1.82279 -0.52257
C 2.07787 -2.45957 0.71157
C 2.25990 -3.70841 0.58777
C 3.69838 -4.29768 0.13081
H 3.75804 -5.35284 0.36934
C 4.17817 -3.46610 -0.87541
O 3.97119 -1.99433 -0.58814
H 5.33993 -3.77521 -0.89708
H 3.49984 -3.72484 -1.55960
H 4.17513 -4.10506 1.21077
H 1.78480 -4.54512 1.47132
H 1.50069 -4.16713 -0.36934
H 1.21488 -2.18859 0.78110
H 2.72048 -2.19022 1.65441
H 2.30254 -2.11197 -1.36622
H 3.51481 0.14642 0.37211
H 3.28572 0.20843 -1.22734
H 4.52250 5.53874 0.52626
H 4.93247 3.89115 1.03881
H 3.65128 4.69670 1.63104
*
```

Formally, the Löwdin partial charges of the atoms, in units of the elementary charge, are as follows:
1. C -0.013
2. C -0.041
3. H 0.126
4. H 0.144
5. O 0.060
6. C -0.841
7. O 0.212
8. C -0.414
9. C -0.115
10. C -0.259
11. N -0.206
12. S 0.680
13. O -0.261
14. O -0.305
15. C -0.491
16. C -0.499
17. S 1.064
18. C -0.285
19. C -0.088
20. H 0.141
21. H 0.079
22. H 0.019
23. C -0.199
24. C -0.145
25. H 0.242
26. H 0.090
27. H 0.183
28. H 0.165
29. H 0.191
30. H 0.128
31. H 0.184
32. H 0.130
33. C 0.088
34. C -0.346
35. C -0.244
36. C -0.289
37. C -0.215
38. H 0.113
39. C -0.160
40. O -0.053
41. H 0.188
42. H 0.082
43. H 0.148
44. H 0.189
45. H 0.184
46. H 0.015
47. H 0.202
48. H 0.107
49. H 0.092
50. H 0.088
51. H 0.139
52. H 0.056
53. H -0.059

(4)
Below is C18H27NO6 in the gas phase, with properties calculated with ωB97M-V with the def2-TZVPD basis set.

HOMO: -8.604 eV
LUMO: 0.715 eV
E: -32879.5820 eV
largest force on an atom: 0.69 eV/A
ΔE to the lowest compared entry with this formula, charge and spin: 0.0 kJ/mol
SMILES: CC(C)[C@H]1C(=O)O[C@@H]2CCN3CC=C(COC(=O)[C@](C)(O)[C@]1(C)O)[C@H]23

The geometry in ORCA input format:
```
! wB97M-V def2-TZVPD RIJCOSX def2/J DEFGRID3
* xyz 0 1
C -2.76293 -2.36605 1.61063
C -2.20028 -2.11974 0.21094
C -1.26595 -3.27471 -0.15155
C -1.50454 -0.72937 0.15381
C -0.25515 -0.81287 -0.69647
O -0.19820 -1.01249 -1.88112
O 0.83641 -0.71690 0.07892
C 2.09111 -1.02438 -0.52156
C 2.92492 -1.84829 0.46538
C 4.34064 -1.28033 0.30277
N 4.17451 0.12416 -0.00587
C 4.02216 1.02277 1.13709
C 2.96928 1.98181 0.69203
C 2.38080 1.55766 -0.41931
C 1.35567 2.28949 -1.22537
O -0.00521 1.86596 -1.02359
C -0.52323 2.05171 0.17472
O 0.06686 2.50428 1.12779
C -2.01577 1.74589 0.27609
C -2.74911 2.94074 -0.35871
O -2.32603 1.68706 1.65724
C -2.48417 0.38687 -0.33642
C -2.61212 0.42018 -1.85702
O -3.78163 0.15857 0.16099
C 2.97257 0.23574 -0.82901
H -3.28376 -3.32082 1.63623
H -1.95827 -2.39548 2.34338
H -3.46681 -1.59040 1.89429
H -3.03082 -2.10792 -0.49980
H -1.78925 -4.21912 -0.01640
H -0.94128 -3.21624 -1.18660
H -0.38826 -3.27716 0.49333
H -1.17998 -0.47345 1.16824
H 1.88976 -1.56912 -1.45004
H 2.54730 -1.65975 1.47143
H 2.87339 -2.91559 0.26344
H 4.83836 -1.75530 -0.54833
H 4.96120 -1.41239 1.18807
H 4.97494 1.52538 1.33594
H 3.71168 0.50752 2.05782
H 2.74645 2.88432 1.23046
H 1.41261 3.35687 -0.98541
H 1.52051 2.13115 -2.29341
H -3.81833 2.74649 -0.33501
H -2.54281 3.83763 0.22249
H -2.42585 3.09288 -1.38318
H -1.59616 2.12396 2.12745
H -1.73408 0.85338 -2.32024
H -3.49692 0.99020 -2.12445
H -2.73409 -0.59298 -2.22679
H -3.78574 0.44577 1.08501
H 3.24560 0.22242 -1.89034
*
```

Formally, the Löwdin partial charges of the atoms, in units of the elementary charge, are as follows:
1. C -0.056
2. C -0.341
3. C -0.055
4. C -0.100
5. C -0.472
6. O 0.116
7. O 0.042
8. C -0.205
9. C -0.084
10. C -0.169
11. N -0.108
12. C -0.152
13. C 0.012
14. C -0.154
15. C -0.058
16. O 0.030
17. C -0.427
18. O 0.140
19. C -0.388
20. C 0.024
21. O 0.009
22. C -0.427
23. C 0.013
24. O 0.008
25. C -0.173
26. H 0.080
27. H 0.088
28. H 0.070
29. H 0.139
30. H 0.082
31. H 0.079
32. H 0.086
33. H 0.156
34. H 0.150
35. H 0.119
36. H 0.114
37. H 0.119
38. H 0.120
39. H 0.120
40. H 0.126
41. H 0.119
42. H 0.141
43. H 0.143
44. H 0.097
45. H 0.099
46. H 0.091
47. H 0.107
48. H 0.084
49. H 0.094
50. H 0.095
51. H 0.099
52. H 0.156